{
  "formula": "C22H48NO8S",
  "method": "ωB97M-V/def2-TZVPD",
  "e_lumo_ev": -3.358,
  "orbital_gap_ev": 7.0,
  "total_charge": 1,
  "relative_energy_ev": 0.000,
  "species": ["C", "C", "S", "C", "C", "C", "C", "C", "N", "C", "C", "C", "O", "O", "H", "H", "H", "H", "H", "H", "H", "H", "H", "H", "H", "H", "H", "H", "H", "H", "H", "H", "H", "H", "C", "O", "C", "C", "O", "C", "C", "O", "C", "H", "H", "H", "H", "H", "H", "H", "H", "H", "H", "H", "H", "H", "H", "C", "O", "C", "C", "O", "C", "C", "O", "C", "H", "H", "H", "H", "H", "H", "H", "H", "H", "H", "H", "H", "H", "H"],
  "positions_angstrom": [[3.66734, 2.75814, -3.41083], [2.46639, 3.32790, -3.38042], [2.05059, 4.35490, -4.76866], [0.78269, 5.45479, -4.11563], [-0.47810, 4.79224, -3.52581], [-1.64213, 4.88193, -4.51106], [-2.93006, 4.27621, -3.97872], [-3.02000, 2.76534, -4.15530], [-4.39276, 2.32898, -3.90620], [1.33441, 3.30803, -6.06139], [0.37663, 2.22642, -5.58832], [1.05614, 1.04352, -4.95624], [0.78911, 0.70296, -3.81378], [1.95288, 0.40480, -5.72947], [4.28800, 2.79437, -4.28909], [4.05977, 2.22943, -2.56072], [1.73944, 3.17023, -2.60507], [1.30818, 5.98217, -3.32911], [0.50231, 6.17604, -4.87168], [-0.74658, 5.36504, -2.64833], [-0.30460, 3.76765, -3.21804], [-1.38469, 4.42111, -5.46089], [-1.80172, 5.93817, -4.70688], [-3.76236, 4.67042, -4.54818], [-3.12104, 4.54101, -2.94430], [-2.74566, 2.51369, -5.17830], [-2.31625, 2.25573, -3.50068], [-4.78656, 1.84493, -4.69756], [-4.45485, 1.69199, -3.12750], [0.86852, 3.97700, -6.77305], [2.18311, 2.84804, -6.55059], [-0.13408, 1.86089, -6.47570], [-0.38357, 2.56345, -4.90613], [1.87042, -0.54740, -5.61425], [-3.04014, -1.37312, 3.08639], [-2.26872, -0.31935, 2.54729], [-1.30915, 0.17060, 3.46995], [-0.12777, 0.78031, 2.74949], [0.78510, -0.18011, 2.23178], [0.37930, -0.89405, 1.07182], [0.41769, -0.06811, -0.19368], [-0.71765, 0.78276, -0.28362], [-0.49511, 1.88661, -1.11817], [-3.62091, -1.03618, 3.95139], [-3.72450, -1.71166, 2.31107], [-2.40160, -2.21371, 3.38222], [-0.95436, -0.63742, 4.12043], [-1.78557, 0.94143, 4.09051], [0.44685, 1.34563, 3.48615], [-0.45087, 1.48071, 1.97767], [-0.59544, -1.36344, 1.21584], [1.11211, -1.69623, 0.96468], [0.41172, -0.73827, -1.06305], [1.34047, 0.52593, -0.20684], [0.35218, 2.48774, -0.74782], [-1.39109, 2.50896, -1.09049], [-0.30516, 1.56565, -2.14828], [2.15494, -6.89375, 7.26186], [1.40792, -6.41438, 6.16564], [0.11066, -5.98247, 6.53911], [-0.40771, -4.93640, 5.57861], [0.13336, -3.63913, 5.78739], [1.47139, -3.41120, 5.36822], [1.63339, -3.29528, 3.87066], [1.63418, -4.57931, 3.26310], [1.25605, -4.53181, 1.91039], [1.68119, -7.77408, 7.71021], [3.14011, -7.17201, 6.89349], [2.27401, -6.11560, 8.02469], [0.12012, -5.56589, 7.55281], [-0.56278, -6.85026, 6.51818], [-1.47865, -4.82621, 5.76347], [-0.28300, -5.25802, 4.54307], [2.15267, -4.15620, 5.78261], [1.73910, -2.44445, 5.80021], [2.59174, -2.80954, 3.64123], [0.81907, -2.68038, 3.46902], [0.25132, -4.10275, 1.80420], [1.23944, -5.55192, 1.53189], [1.97320, -3.94380, 1.32306]],
  "mulliken_charge": [-0.621, 0.059, 0.083, -0.769, 0.546, -0.696, -0.923, -0.009, -0.678, -0.961, 0.861, -0.129, -0.466, -0.460, 0.264, 0.296, 0.278, 0.428, 0.583, 0.705, -0.888, 0.219, 0.519, 0.307, 0.241, 0.390, -0.040, 0.249, 0.250, 0.620, 0.592, 0.606, -0.896, 0.397, -0.596, -0.284, -0.441, -0.362, -0.450, -0.140, -0.684, -0.326, -0.599, 0.336, 0.244, 0.141, 0.222, 0.456, 0.425, 0.058, 0.257, 0.199, 0.412, 0.277, 0.417, 0.296, 0.164, -0.786, -0.266, -0.698, -0.283, -0.462, -0.594, 0.194, -0.363, -0.662, 0.329, 0.233, 0.337, 0.354, 0.409, 0.406, 0.174, 0.203, 0.461, 0.446, -0.230, 0.232, 0.321, 0.270]
}